Here is C44H35N3O2P2S2Sr as an isolated structure at a distorted geometry from OMol25. Energies are from wB97M-V/def2-TZVPD.

Values from the calculation:
E_LUMO, eV: 0.0
F_max, hartree/bohr: 0.0230
HOMO-LUMO gap, eV: 6.615
Energy above the lowest of the compared OMol25 structures with the same formula, charge and spin, kJ/mol: 11.5

Structure (ORCA input):
```
! RIJCOSX wB97M-V def2-TZVPD def2/J DEFGRID3
* xyz 0 1
Sr 0.617 -0.259 -0.528
S 3.049 1.266 -0.289
S -2.345 -0.176 1.285
P -0.653 2.524 0.356
P 0.615 -0.215 2.719
O -1.341 -0.339 -1.930
O -3.455 -1.029 0.826
N 4.569 2.006 -2.292
N 1.312 0.725 -2.818
N 2.557 1.317 -3.041
C 0.983 -1.774 1.843
C -1.051 0.083 -5.538
C -4.978 2.771 2.029
C -0.897 -0.596 3.681
C 2.274 -1.912 1.301
C 3.474 1.543 4.953
C 0.150 -3.303 0.151
C 4.037 0.504 5.678
C -2.269 -0.403 -5.953
C -1.599 -0.367 -3.194
C -2.141 -0.600 3.046
C -4.351 1.549 1.930
C 2.252 4.642 2.338
C 3.306 1.521 -2.009
C -0.811 3.685 -1.033
C 1.944 -0.011 3.925
C -3.035 1.478 1.473
C -1.151 5.285 -3.284
C 0.646 0.644 -3.920
C -3.274 -1.047 3.709
C -0.676 0.110 -4.180
C -1.217 3.122 -2.242
C 2.436 1.285 4.069
C 0.266 3.460 1.639
C 1.749 4.766 3.625
C -3.163 -0.877 -4.992
C -4.300 3.930 1.652
C 0.509 4.220 3.928
C -3.012 3.845 1.167
C -2.354 2.614 1.063
C -1.393 3.922 -3.362
C 1.407 -3.355 -0.423
C 3.568 -0.793 5.519
C 2.527 -1.054 4.645
C -1.987 -1.295 5.720
C -0.061 -2.531 1.282
C -0.568 5.055 -0.961
C 1.519 3.993 1.354
C -0.842 -0.925 5.035
C -2.847 -0.861 -3.655
C 2.466 -2.693 0.171
C -0.222 3.567 2.946
C -3.199 -1.384 5.050
C -0.737 5.850 -2.086
H -5.999 2.827 2.382
H -0.343 0.456 -6.271
H -1.389 2.054 -2.316
H 3.449 -2.732 -0.282
H 2.172 -2.070 4.516
H 4.655 2.410 -3.214
H -1.185 3.150 3.209
H -0.541 6.913 -2.024
H -2.498 4.741 0.843
H 1.943 3.893 0.363
H -2.527 -0.415 -7.003
H -0.685 -3.820 -0.303
H -4.087 -1.719 5.571
H -1.705 3.467 -4.294
H -1.065 -2.456 1.677
H 1.139 1.029 -4.814
H 4.020 -1.604 6.076
H 3.850 2.553 5.056
H -4.200 -1.151 3.159
H 0.107 -0.895 5.553
H -1.278 5.909 -4.159
H 4.855 0.701 6.359
H 1.560 -3.908 -1.341
H 0.107 4.298 4.930
H 3.225 5.051 2.094
H 3.092 -1.323 1.694
H -4.790 4.892 1.720
H -4.887 0.641 2.168
H -4.128 -1.262 -5.301
H -3.540 -1.213 -2.900
H 2.323 5.280 4.385
H -0.238 5.506 -0.034
H 5.025 2.501 -1.546
H -1.928 -1.545 6.772
H 2.017 2.091 3.480
*
```

---

Here is C44H36Br4IrN4O2P as an isolated structure from OMol25. Energies are from wB97M-V/def2-TZVPD.

Values from the calculation:
E_LUMO (alpha / beta), eV: -8.6 / -10.4
⟨S²⟩: 8.767
F_max, hartree/bohr: 0.0157
HOMO-LUMO gap (alpha / beta), eV: 6.663 / 6.033

Structure (ORCA input):
```
! RIJCOSX wB97M-V def2-TZVPD def2/J DEFGRID3
* xyz 3 6
Ir 0.580 0.641 0.821
Br -1.176 4.015 -3.010
Br 0.925 0.733 7.756
Br 6.997 0.932 2.862
Br 0.618 -1.656 -6.019
P -1.974 0.058 0.834
O -0.458 1.344 -3.589
O 0.009 2.240 -0.374
N 1.319 0.806 -1.804
N 0.541 0.688 3.162
N 0.311 -0.990 -0.744
N 2.593 1.090 1.571
C -2.973 1.042 1.971
C -4.191 0.172 -0.728
C 0.616 0.766 -4.553
C 3.693 0.309 -2.586
C -0.483 0.816 5.319
C 0.760 0.721 5.914
C 0.377 -0.342 -2.048
C 4.222 0.706 3.245
C -4.410 0.496 -3.087
C 4.894 1.451 1.065
C -2.004 -3.532 2.771
C -0.046 2.601 -2.851
C 2.432 1.172 -2.737
C 0.458 -2.709 -2.987
C 0.172 1.779 -1.617
C 0.548 -0.717 -4.428
C 3.566 1.453 0.714
C 5.226 1.029 2.342
C 1.750 0.656 3.752
C -2.779 2.425 1.900
C -2.205 -1.704 1.198
C 0.431 -2.272 -0.603
C -3.034 0.608 -3.182
C 3.621 -1.110 -3.142
C -2.689 -2.593 0.242
C -0.547 0.795 3.941
C -4.518 2.752 3.523
C -3.551 3.276 2.674
C 1.974 1.345 -4.218
C -2.799 0.276 -0.798
C 0.412 -3.186 -1.750
C -1.849 -2.189 2.462
C -0.756 0.667 -2.251
C 4.877 1.062 -3.197
C 2.912 0.778 2.837
C -4.712 1.379 3.599
C -3.945 0.516 2.822
C 0.631 -2.876 0.742
C -4.992 0.275 -1.853
C -2.498 -4.412 1.812
C -2.214 0.496 -2.058
C -2.832 -3.943 0.550
C 1.894 0.657 5.119
C 0.506 -1.274 -3.227
H -1.454 -1.518 3.214
H 0.290 1.097 -5.525
H 2.671 0.855 -4.899
H 3.248 1.768 -0.270
H -2.968 -2.240 -0.746
H -5.021 0.589 -3.979
H -2.596 0.788 -4.154
H 4.988 2.070 -2.773
H 3.345 -1.133 -4.206
H 4.607 -1.574 -3.060
H 5.653 1.767 0.359
H 2.873 0.644 5.579
H 2.728 2.165 -2.393
H 1.507 -3.532 0.707
H 4.776 1.167 -4.284
H 3.862 0.222 -1.514
H -1.386 0.912 5.907
H 0.394 -4.255 -1.555
H -5.124 3.417 4.129
H -4.115 -0.551 2.887
H -2.016 2.835 1.238
H -1.745 -3.895 3.760
H -3.401 4.350 2.616
H -0.228 -3.500 1.013
H 0.782 -2.126 1.517
H 1.973 2.398 -4.493
H 2.924 -1.746 -2.586
H -6.069 0.186 -1.757
H 5.807 0.517 -3.016
H 0.474 -3.377 -3.843
H -2.625 -5.462 2.053
H 4.479 0.420 4.256
H -1.501 0.883 3.447
H -3.224 -4.627 -0.196
H -5.472 0.973 4.258
H -4.667 -0.003 0.229
*
```

---

Here is C44H36F6N2O6P2RuS2 as an isolated structure at a distorted geometry from OMol25. Energies are from wB97M-V/def2-TZVPD.

Values from the calculation:
E_LUMO (alpha / beta), eV: 0.6 / 0.7
⟨S²⟩: 0.771
F_max, hartree/bohr: 0.0846
HOMO-LUMO gap (alpha / beta), eV: 4.973 / 5.065
Energy above the lowest of the compared OMol25 structures with the same formula, charge and spin, kJ/mol: 320.5

Structure (ORCA input):
```
! RIJCOSX wB97M-V def2-TZVPD def2/J DEFGRID3
* xyz -1 2
Ru -0.341 0.981 -1.075
S -2.216 3.550 -3.315
S 0.011 2.610 -4.589
P 0.289 -1.003 0.031
P -0.122 -1.004 -2.568
F -4.536 1.086 -0.165
F -2.753 0.780 -1.494
F 1.427 4.464 -3.297
F -4.805 0.961 -2.300
F 1.677 2.479 -2.469
F 2.608 2.975 -4.338
O -1.823 3.257 0.261
O -1.688 5.315 -0.634
O -1.053 3.479 -1.790
O -2.874 4.829 -3.240
O -0.377 1.384 -3.899
O 0.555 2.461 -5.907
N -1.047 3.739 -4.473
N 0.510 -1.967 -1.357
C -0.856 2.238 6.415
C 1.660 -1.441 2.418
C -1.089 0.745 4.093
C -3.438 -2.891 1.964
C 2.528 1.614 3.532
C 1.248 -2.279 -6.262
C 0.138 2.300 5.449
C 0.044 1.543 4.278
C -3.518 -1.656 1.339
C 4.416 1.301 5.029
C -2.368 -1.066 0.828
C -2.075 0.668 5.067
C 0.682 1.505 1.906
C -2.210 -3.538 2.085
C -1.764 -1.696 -2.974
C 0.873 -3.381 -1.439
C -1.960 1.411 6.235
C -3.559 -3.263 -2.567
C -1.552 4.127 -0.708
C -4.345 -2.615 -3.506
C 0.401 1.457 0.704
C 2.815 -1.637 3.166
C 5.306 1.615 4.009
C -3.846 -1.505 -4.176
C 3.128 -1.610 -4.923
C -2.564 -1.051 -3.916
C -1.137 -1.708 0.922
C 3.442 1.905 2.509
C 0.882 -1.431 -4.036
C -4.046 1.679 -1.373
C 2.960 -1.542 0.395
C -2.276 -2.799 -2.295
C 0.379 -1.932 -5.231
C 4.037 -1.785 2.528
C 1.724 -1.433 1.029
C 1.088 1.582 3.227
C 4.114 -1.730 1.142
C 4.806 1.908 2.744
C -2.357 3.789 1.474
C 2.618 -2.126 -6.109
C 2.262 -1.261 -3.900
C 1.505 3.176 -3.604
C 3.046 1.297 4.795
C -1.065 -2.949 1.569
H 1.949 -3.505 -1.567
H 5.486 2.141 1.932
H -3.303 3.284 1.652
H -0.687 -2.061 -5.364
H -2.146 -4.501 2.577
H 3.014 -1.480 -0.686
H 3.290 -2.404 -6.913
H 6.374 1.622 4.194
H -5.353 -2.959 -3.702
H 3.056 2.126 1.521
H -1.656 3.573 2.275
H 2.659 -0.844 -2.978
H -2.195 -0.163 -4.420
H -2.932 0.024 4.907
H 0.846 -2.674 -7.187
H -2.511 4.859 1.378
H -4.462 -1.135 1.228
H -0.114 -3.459 1.675
H -4.334 -3.357 2.360
H -0.773 2.846 7.308
H 0.982 2.967 5.585
H -1.188 0.177 3.170
H 0.710 -1.296 2.919
H 2.371 1.012 5.593
H 4.196 -1.476 -4.799
H 4.788 1.047 6.015
H -4.471 -0.960 -4.871
H -2.450 -0.101 0.357
H 0.374 -3.847 -2.288
H -2.731 1.359 6.993
H 5.070 -1.821 0.643
H 2.759 -1.651 4.246
H 4.937 -1.927 3.115
H 0.569 -3.911 -0.533
H -3.944 -4.119 -2.024
H -1.697 -3.294 -1.526
*
```

---

Here is C44H36MnNO3PS2Sb as an isolated structure at a distorted geometry from OMol25. Energies are from wB97M-V/def2-TZVPD.

Values from the calculation:
E_LUMO (alpha / beta), eV: 2.4 / 2.4
⟨S²⟩: 0.817
F_max, hartree/bohr: 0.0272
HOMO-LUMO gap (alpha / beta), eV: 7.004 / 6.744
Energy above the lowest of the compared OMol25 structures with the same formula, charge and spin, kJ/mol: 87.6

Structure (ORCA input):
```
! RIJCOSX wB97M-V def2-TZVPD def2/J DEFGRID3
* xyz -1 2
Sb 0.078 1.761 3.398
Mn -0.405 -0.439 -1.721
S 0.205 0.867 -0.065
S -1.878 1.131 -2.880
P -0.491 -1.931 -3.527
O 1.510 -0.222 2.021
O 1.308 -1.733 0.129
O 2.722 0.196 0.132
N -2.263 -0.847 -1.308
C -2.876 -1.652 -0.437
C -2.685 -3.681 -3.595
C 2.645 4.591 1.255
C -4.896 -0.418 -0.673
C 1.717 -4.153 -1.035
C 0.960 -3.154 -1.644
C -0.030 4.665 4.743
C -2.793 4.837 4.763
C -4.078 -2.158 -5.444
C 0.712 -1.800 -0.982
C -4.261 0.427 -1.556
C -0.770 3.611 4.210
C 2.079 1.595 5.918
C 1.791 2.782 2.619
C 1.164 -0.292 -5.007
C -4.664 -3.294 -4.903
C 3.935 4.103 1.393
C 1.901 0.100 -6.117
C 2.407 1.249 7.224
C 0.372 -2.212 -6.215
C 1.105 -1.820 -7.324
C -4.201 -1.482 -0.096
C -2.084 -2.552 -4.146
C -0.652 5.784 5.278
C 0.400 -3.383 -2.899
C 4.154 2.945 2.127
C -3.967 -4.052 -3.975
C 1.317 -5.600 -2.920
C 0.572 -4.608 -3.537
C 1.874 -0.663 -7.274
C 1.892 -5.369 -1.673
C -2.039 5.873 5.291
C 0.825 1.303 5.389
C 0.225 0.310 7.523
C -2.159 3.721 4.226
C 1.483 0.604 8.032
C -2.798 -1.785 -5.066
C 1.584 3.934 1.865
C 3.857 -0.414 0.710
C -2.915 0.194 -1.870
C 3.088 2.285 2.724
C -0.091 0.652 6.216
C 0.400 -1.453 -5.045
C 1.505 -0.106 0.786
H 2.151 -3.959 -0.063
H 0.581 4.328 1.744
H 4.726 0.158 0.383
H 1.452 -6.556 -3.411
H 2.458 5.479 0.664
H -4.623 -1.551 -6.156
H 3.799 -0.402 1.799
H -5.666 -3.581 -5.198
H -0.510 -0.191 8.142
H 1.075 -2.416 -8.228
H -2.765 2.923 3.806
H -1.078 0.405 5.835
H -4.765 1.274 -2.001
H -2.264 -2.437 -0.009
H 2.446 -0.356 -8.140
H 2.492 1.006 -6.074
H -3.876 4.897 4.761
H 3.267 1.347 3.233
H -2.150 -4.272 -2.860
H -2.356 -0.882 -5.470
H 1.182 0.310 -4.105
H 4.765 4.611 0.916
H -4.421 -4.933 -3.539
H -5.935 -0.246 -0.416
H 0.125 -4.788 -4.507
H 3.960 -1.451 0.371
H -0.054 6.590 5.688
H -0.240 -3.104 -6.264
H 3.391 1.491 7.610
H 2.477 -6.146 -1.197
H 1.054 4.612 4.741
H 5.155 2.540 2.219
H -4.671 -2.147 0.613
H -2.525 6.747 5.707
H 1.740 0.333 9.049
H 2.812 2.123 5.321
*
```